(1)
The following is a quantum chemistry calculation of a structure of composition C48H45BrCrFN3O3Si, from the Open Molecules 2025 dataset.

XYZ file:
```
103
Properties=species:S:1:pos:R:3:mulliken_spin:R:1
Cr 0.88 -0.24 1.27 3.100
O 0.87 4.69 6.20 0.008
C 0.23 3.62 6.24 -0.004
O -0.50 3.16 7.15 0.000
C 0.35 2.72 4.99 0.045
C 1.14 3.07 3.93 0.063
C 1.25 2.23 2.79 0.134
N 0.50 1.10 2.75 0.112
C -0.22 0.71 3.81 0.023
C -0.33 1.47 4.94 0.069
C -0.86 -0.61 3.62 -0.016
C -1.75 -1.16 4.53 -0.001
C -2.32 -2.39 4.27 0.013
C -1.99 -3.05 3.09 0.002
C -1.10 -2.44 2.23 0.037
N -0.54 -1.26 2.48 -0.053
C 2.06 2.43 1.65 0.200
C 2.83 3.59 1.41 0.002
C 3.48 3.77 0.23 0.078
C 3.35 2.77 -0.78 0.156
C 2.62 1.65 -0.49 0.054
N 2.00 1.43 0.68 -0.006
H 1.67 4.01 4.00 0.007
H -0.91 1.19 5.81 0.004
H -1.99 -0.61 5.43 -0.004
H -3.01 -2.83 4.98 0.001
H -2.41 -4.01 2.84 0.000
H -0.80 -2.92 1.31 -0.021
H 2.88 4.35 2.19 0.022
H 4.06 4.67 0.05 0.015
H 3.82 2.87 -1.75 0.010
H 2.52 0.86 -1.23 -0.084
C -5.24 -0.12 -4.44 0.000
C -5.06 1.06 -3.48 0.001
C -4.83 2.32 -4.33 0.001
C -6.36 1.23 -2.68 0.001
C -3.89 0.85 -2.52 0.006
C -3.27 -0.37 -2.35 -0.005
C -2.23 -0.52 -1.44 -0.017
Br -1.47 -2.26 -1.31 0.005
C -1.71 0.53 -0.65 -0.001
O -0.70 0.40 0.14 0.006
C -2.43 1.77 -0.77 0.008
C -3.45 1.88 -1.70 -0.005
C -2.05 2.97 0.11 0.005
C -2.21 2.56 1.59 -0.006
C -0.61 3.40 -0.19 -0.013
C -2.95 4.19 -0.11 0.000
H -6.01 0.11 -5.17 0.000
H -5.54 -1.03 -3.91 0.000
H -4.31 -0.34 -4.98 0.000
H -5.65 2.46 -5.04 0.000
H -3.90 2.24 -4.90 0.000
H -4.76 3.22 -3.71 0.000
H -7.22 1.36 -3.35 0.000
H -6.30 2.11 -2.03 0.000
H -6.53 0.36 -2.04 0.000
H -3.56 -1.24 -2.93 0.000
H -3.95 2.84 -1.78 -0.001
H -1.64 1.67 1.81 0.026
H -3.27 2.36 1.80 0.000
H -1.87 3.37 2.24 0.003
H 0.07 2.56 -0.12 0.034
H -0.29 4.17 0.52 0.008
H -0.55 3.81 -1.20 0.000
H -4.01 3.96 0.06 0.001
H -2.85 4.60 -1.12 0.000
H -2.66 4.96 0.60 -0.001
F 2.14 -0.92 2.44 0.024
C 6.53 -2.52 1.41 -0.002
C 5.94 -1.26 1.37 -0.007
C 4.64 -1.11 0.90 0.006
C 3.90 -2.21 0.44 -0.023
C 4.51 -3.46 0.49 0.001
C 5.80 -3.62 0.98 0.000
Si 2.15 -1.89 -0.28 -0.018
C 1.46 -3.68 -0.40 0.023
C 1.13 -4.34 -1.58 -0.004
C 0.58 -5.62 -1.56 0.002
C 0.36 -6.28 -0.36 -0.003
C 0.69 -5.64 0.83 0.003
C 1.23 -4.36 0.80 -0.001
C 2.59 -1.49 -2.11 -0.037
C 1.62 -0.97 -2.98 -0.002
C 1.91 -0.65 -4.30 0.001
C 3.19 -0.83 -4.79 -0.002
C 4.18 -1.32 -3.95 0.001
C 3.88 -1.64 -2.63 -0.010
H 7.53 -2.64 1.80 0.000
H 6.48 -0.39 1.72 -0.001
H 4.19 -0.13 0.90 0.021
H 3.97 -4.33 0.15 -0.001
H 6.25 -4.61 1.01 0.000
H 1.29 -3.85 -2.53 -0.001
H 0.32 -6.10 -2.50 0.000
H -0.07 -7.27 -0.35 0.000
H 0.53 -6.14 1.78 0.000
H 1.49 -3.88 1.74 0.000
H 0.62 -0.79 -2.61 0.009
H 1.13 -0.25 -4.94 0.000
H 3.43 -0.57 -5.82 0.000
H 5.19 -1.46 -4.32 0.000
H 4.67 -2.02 -2.00 0.000
```

As for the spin multiplicity: 5. Its charge is -2. The value obtained for the LUMO energy (alpha / beta) is 0.1390 / 0.1390 Eh.

=====

(2)
The following is a quantum chemistry calculation of a cluster of 2 separate species, C3H10NO in total at a distorted geometry, from the Open Molecules 2025 dataset.

XYZ file:
```
15
Properties=species:S:1:pos:R:3:nbo_charge:R:1
C 2.06 -0.70 -0.64 -0.258
O 1.67 0.52 0.01 -0.767
H 2.80 -0.54 -1.42 0.205
H 1.18 -1.20 -1.04 0.173
H 2.52 -1.36 0.11 0.196
H 2.31 1.21 -0.17 0.507
C -1.49 -0.80 1.08 -0.432
C -1.70 0.77 -0.70 0.117
N -1.00 0.32 0.24 -0.391
H -0.74 -1.03 1.82 0.251
H -2.43 -0.46 1.52 0.242
H -1.73 -1.60 0.39 0.237
H -2.70 0.40 -0.87 0.216
H -1.31 1.56 -1.33 0.227
H -0.01 0.67 0.24 0.479
```

As for the spin multiplicity: 1. For the energy above the lowest of the compared OMol25 structures with the same formula, charge and spin, the calculation gives 1.157 eV. Its charge is +1. The value obtained for the LUMO energy is -0.1746 Eh.

=====

(3)
The following is a quantum chemistry calculation of a structure of composition ILi2 at a distorted geometry, from the Open Molecules 2025 dataset.

XYZ file:
```
3
Properties=species:S:1:pos:R:3:nbo_charge:R:1
Li -20.18 -2.54 5.77 0.935
Li -17.05 -1.44 7.37 0.929
I -18.41 -3.61 7.66 -0.864
```

As for the spin multiplicity: 1. For the energy above the lowest of the compared OMol25 structures with the same formula, charge and spin, the calculation gives 0.288 eV. Its charge is +1. The value obtained for the LUMO energy is -0.1786 Eh.

=====

(4)
The following is a quantum chemistry calculation of the ion C6H13N6 with charge +1 at a distorted geometry, from the Open Molecules 2025 dataset.

XYZ file:
```
25
Properties=species:S:1:pos:R:3:nbo_charge:R:1
H 4.19 -0.02 0.94 0.364
N 3.47 0.66 0.87 -0.677
C 2.53 0.29 0.16 0.548
N 1.44 1.03 -0.13 -0.639
C 0.48 0.44 -0.91 0.147
N 0.91 -1.03 -0.90 -0.044
N 0.17 -1.80 -0.18 -0.418
C -0.83 -1.11 0.30 0.502
N -1.68 -1.59 1.11 -0.731
C -0.89 0.29 -0.21 -0.147
C -0.99 1.33 0.98 -0.593
C -2.15 0.47 -1.03 -0.602
N 2.31 -0.97 -0.44 -0.449
H 1.46 2.08 0.06 0.457
H 0.40 0.68 -1.93 0.210
H 1.01 -1.48 -1.90 0.435
H -2.38 -0.98 1.66 0.443
H -1.56 -2.55 1.29 0.427
H -0.88 2.30 0.61 0.228
H -0.22 1.07 1.84 0.236
H -1.88 1.17 1.53 0.215
H -2.05 1.11 -1.89 0.237
H -2.86 0.85 -0.43 0.226
H -2.52 -0.50 -1.38 0.227
H 2.51 -1.77 -0.01 0.398
```

As for the spin multiplicity: 1. For the energy above the lowest of the compared OMol25 structures with the same formula, charge and spin, the calculation gives 0.764 eV. Its charge is +1. The value obtained for the LUMO energy is -0.1070 Eh. As for the SMILES: [H]/N=C1/N[C@H]2[N@H+](N=C(N)C2(C)C)N1.

=====

(5)
The following is a quantum chemistry calculation of a structure of composition C33H44BF33NbO11PS at a distorted geometry, from the Open Molecules 2025 dataset.

XYZ file:
```
125
Properties=species:S:1:pos:R:3:lowdin_charge:R:1
C 1.45 5.23 0.13 -0.131
C 2.67 5.69 -0.84 -0.267
C 2.64 4.93 -2.25 -0.224
C 2.82 3.37 -1.95 -0.212
C 1.45 2.51 -2.18 -0.303
C 1.60 1.25 -3.12 -0.382
Nb 1.75 -0.85 -2.27 1.392
C -0.35 -0.78 -1.30 -0.353
C -1.18 0.55 -1.49 -0.297
C -2.79 0.33 -1.27 -0.194
C -3.32 1.56 -0.35 -0.238
C -2.94 3.00 -0.94 -0.243
C -4.02 4.16 -0.62 -0.133
C 1.76 -3.03 -1.67 -0.274
B 3.11 -3.79 -1.32 -0.642
O 2.93 -4.96 -0.42 0.027
O 4.46 -3.62 -1.76 0.065
C 3.70 -1.02 -3.49 -0.621
O 4.57 -0.08 -3.55 -0.145
O 4.00 -2.13 -4.30 -0.281
P 0.54 -1.58 -4.40 0.792
O -0.50 -2.89 -4.21 -0.394
O 1.48 -1.58 -5.79 -0.356
S 2.89 -0.17 -0.13 0.678
O 2.58 -1.29 0.87 -0.449
O 2.28 1.05 0.56 -0.430
C 4.73 0.06 -0.11 -0.404
F 5.48 -0.92 -0.77 0.067
F 4.97 1.26 -0.85 0.016
C 5.42 0.33 1.30 -0.231
F 6.53 1.21 1.02 0.059
F 4.65 1.07 2.22 0.090
C 6.06 -0.87 2.10 -0.205
F 6.70 -0.28 3.24 0.062
F 7.12 -1.54 1.44 0.098
C 5.09 -1.97 2.71 -0.332
F 4.00 -1.45 3.41 0.114
F 4.74 -3.00 1.83 0.116
F 5.86 -2.63 3.72 0.061
H 0.44 5.51 -0.33 0.070
H 1.45 4.10 0.29 0.063
H 1.59 5.69 1.17 0.067
H 3.67 5.53 -0.30 0.105
H 2.48 6.81 -1.04 0.086
H 3.52 5.25 -2.92 0.099
H 1.68 5.21 -2.80 0.094
H 3.11 3.22 -0.85 0.084
H 3.66 2.95 -2.61 0.107
H 0.80 3.27 -2.76 0.088
H 0.90 2.38 -1.20 0.054
H 2.49 1.46 -3.83 0.050
H 0.69 1.26 -3.84 0.012
H -1.03 -1.65 -1.66 0.027
H -0.18 -0.98 -0.19 0.054
H -0.90 1.24 -0.61 0.093
H -1.10 1.07 -2.50 0.084
H -3.37 0.32 -2.24 0.099
H -2.90 -0.60 -0.62 0.093
H -2.74 1.46 0.63 0.076
H -4.43 1.49 -0.11 0.093
H -2.69 2.90 -2.05 0.103
H -1.97 3.35 -0.42 0.099
H -4.19 4.74 -1.60 0.065
H -4.98 3.66 -0.26 0.055
H -3.58 4.87 0.16 0.069
H 1.22 -3.69 -2.45 0.032
H 1.09 -3.11 -0.73 0.051
H 3.80 -5.15 0.00 0.068
H 5.00 -3.53 -0.95 0.091
H -0.70 -3.12 -3.28 0.016
H 1.77 -2.51 -5.97 0.053
C 8.93 -4.63 -5.36 -0.062
C 9.20 -5.80 -4.39 -0.435
C 8.68 -7.17 -4.83 -0.309
F 7.35 -7.21 -4.97 0.101
F 9.00 -8.11 -3.90 0.076
F 8.72 -5.48 -3.17 0.136
F 10.56 -5.89 -4.25 0.082
O 7.81 -3.79 -5.07 0.040
C 6.55 -4.19 -5.57 -0.488
C 5.54 -4.44 -4.45 -0.305
F 5.95 -5.44 -3.62 0.068
F 4.34 -4.83 -4.96 0.089
F 6.70 -5.25 -6.40 0.107
F 6.12 -3.17 -6.34 0.152
H 9.79 -3.96 -5.27 0.142
H 8.94 -4.95 -6.41 0.137
H 9.14 -7.48 -5.78 0.167
H 5.38 -3.54 -3.85 0.121
C -4.85 1.68 4.31 -0.044
C -3.89 2.03 3.15 -0.422
C -2.43 2.25 3.53 -0.292
F -2.27 3.29 4.38 0.089
F -1.69 2.54 2.43 0.102
F -4.39 3.11 2.49 0.126
F -3.95 0.99 2.27 0.084
O -5.62 2.76 4.85 0.019
C -5.02 3.53 5.86 -0.509
C -4.86 5.00 5.45 -0.278
F -4.07 5.13 4.36 0.103
F -4.26 5.71 6.45 0.090
F -3.86 2.96 6.24 0.139
F -5.84 3.45 6.94 0.132
H -5.59 1.00 3.89 0.122
H -4.36 1.10 5.10 0.145
H -2.00 1.35 3.99 0.178
H -5.82 5.45 5.23 0.174
C -8.81 -1.39 5.26 -0.040
C -8.18 0.01 5.11 -0.427
C -9.02 1.18 5.64 -0.299
F -10.19 1.30 4.97 0.094
F -8.37 2.35 5.47 0.097
F -7.83 0.21 3.82 0.132
F -7.01 -0.01 5.82 0.105
O -9.45 -1.93 4.10 0.036
C -10.80 -1.59 3.87 -0.509
C -11.00 -0.83 2.56 -0.278
F -10.32 0.33 2.55 0.102
F -12.31 -0.52 2.38 0.093
F -11.29 -0.94 4.94 0.135
F -11.48 -2.77 3.82 0.141
H -7.98 -2.07 5.45 0.150
H -9.45 -1.47 6.15 0.143
H -9.24 1.07 6.70 0.174
H -10.67 -1.43 1.71 0.177
```

As for the spin multiplicity: 1. Its charge is -2. The value obtained for the LUMO energy is 0.0904 Eh.

=====

(6)
The following is a quantum chemistry calculation of the ion C12H22N with charge +1 at a distorted geometry, from the Open Molecules 2025 dataset.

XYZ file:
```
35
Properties=species:S:1:pos:R:3:nbo_charge:R:1
C -2.87 -1.88 -0.27 -0.332
C -2.00 -0.93 0.20 -0.028
C -2.47 0.44 0.51 -0.464
C -1.15 1.21 0.34 -0.211
N -0.04 0.28 0.63 -0.221
C 1.17 0.76 -0.08 -0.215
C 1.05 0.78 -1.64 -0.254
C 2.15 -0.11 -2.20 -0.603
C 1.37 2.18 -2.13 -0.607
C 0.19 0.25 2.12 -0.213
C 0.70 -1.17 2.42 -0.426
C -0.06 -2.03 1.42 -0.425
C -0.51 -1.09 0.27 -0.077
H -3.94 -1.73 -0.37 0.221
H -2.57 -2.89 -0.58 0.211
H -2.83 0.55 1.56 0.231
H -3.24 0.81 -0.14 0.260
H -1.04 1.56 -0.68 0.230
H -1.12 2.10 0.98 0.238
H 2.03 0.11 0.17 0.232
H 1.46 1.78 0.24 0.239
H 0.06 0.46 -1.95 0.211
H 2.05 -0.14 -3.32 0.236
H 2.04 -1.10 -1.77 0.200
H 3.14 0.29 -1.95 0.218
H 2.41 2.41 -1.90 0.217
H 1.26 2.27 -3.22 0.237
H 0.70 2.92 -1.64 0.205
H 0.88 1.04 2.46 0.247
H -0.75 0.37 2.63 0.225
H 0.52 -1.47 3.48 0.257
H 1.79 -1.24 2.23 0.222
H 0.57 -2.83 0.99 0.241
H -0.89 -2.58 1.90 0.247
H -0.09 -1.40 -0.69 0.253
```

As for the spin multiplicity: 1. For the energy above the lowest of the compared OMol25 structures with the same formula, charge and spin, the calculation gives 0.000 eV. Its charge is +1. The value obtained for the LUMO energy is -0.0865 Eh. As for the SMILES: C=C1CC[N@@+]2(CC(C)C)CCC[C@@H]12.

=====

(7)
The following is a quantum chemistry calculation of a cluster of 7 separate species, C34H72I2N7O9P2S in total at a distorted geometry, from the Open Molecules 2025 dataset.

XYZ file:
```
127
Properties=species:S:1:pos:R:3:lowdin_charge:R:1
C 1.46 4.05 -0.30 -0.158
C 2.46 3.84 -1.51 -0.254
C 2.90 2.33 -1.72 -0.215
C 4.03 1.96 -0.66 -0.197
C 3.98 0.44 -0.19 -0.186
C 2.74 0.28 0.81 -0.223
C 2.36 -1.23 1.06 -0.159
C 0.92 -1.47 1.65 -0.146
N -0.19 -1.27 0.70 -0.095
C 0.00 -0.98 -0.55 0.003
C -1.33 -0.78 -1.37 -0.078
C -2.29 -1.64 -0.38 -0.338
P -4.00 -1.02 -0.84 0.347
O -4.37 0.51 -0.28 -0.231
O -3.97 -0.89 -2.56 -0.283
S -5.38 -2.36 -0.47 0.284
C -1.68 -1.33 1.04 -0.493
C -1.97 0.03 1.76 -0.611
I -0.62 1.75 1.64 0.953
C -3.14 0.24 2.54 -0.729
C -4.26 -0.83 2.72 -0.188
I -3.46 2.14 3.57 0.804
P -1.88 -2.98 1.98 1.000
C -0.86 -4.30 1.06 -0.233
O -1.22 -2.85 3.57 -0.301
H 0.42 3.67 -0.54 0.024
H 1.35 5.13 -0.01 0.082
H 1.88 3.47 0.58 0.042
H 1.98 4.30 -2.43 0.103
H 3.38 4.45 -1.29 0.108
H 1.96 1.71 -1.60 0.088
H 3.27 2.19 -2.78 0.108
H 3.87 2.66 0.21 0.105
H 5.01 2.20 -1.16 0.114
H 3.85 -0.19 -1.12 0.113
H 4.95 0.21 0.32 0.096
H 1.87 0.78 0.29 0.024
H 2.95 0.83 1.77 0.122
H 2.51 -1.80 0.09 0.116
H 3.13 -1.66 1.77 0.119
H 0.79 -0.75 2.51 0.112
H 0.93 -2.50 2.13 0.114
H 0.93 -0.86 -1.16 0.159
H -1.37 -1.08 -2.44 0.132
H -1.57 0.31 -1.19 0.120
H -2.28 -2.68 -0.79 0.115
H -4.68 1.07 -1.03 0.048
H -4.79 -0.40 -2.84 0.060
H -4.23 -1.67 1.97 -0.015
H -5.25 -0.30 2.59 0.082
H -4.29 -1.28 3.76 0.100
H -1.41 -5.28 1.19 0.060
H -0.75 -4.03 -0.02 0.043
H 0.16 -4.45 1.53 0.047
H -1.65 -2.12 4.05 0.044
C -0.38 1.27 8.15 -0.005
C -0.62 0.61 6.82 -0.554
O -1.31 -0.39 6.71 0.016
N -0.05 1.16 5.72 0.003
C 0.79 2.33 5.63 -0.076
H -0.90 0.72 8.93 0.087
H 0.69 1.27 8.38 0.088
H -0.76 2.29 8.14 0.087
H -0.27 0.66 4.87 0.096
H 0.31 3.05 4.96 0.068
H 1.75 2.03 5.20 0.085
H 0.96 2.80 6.60 0.079
C -3.89 1.99 -5.05 0.018
C -4.10 2.24 -3.58 -0.490
O -4.74 1.46 -2.87 -0.033
N -3.57 3.36 -3.04 0.029
C -2.80 4.39 -3.71 -0.055
H -4.37 1.06 -5.33 0.090
H -4.33 2.80 -5.63 0.100
H -2.82 1.91 -5.26 0.082
H -3.76 3.46 -2.06 0.145
H -1.82 4.46 -3.22 0.087
H -3.32 5.34 -3.59 0.096
H -2.66 4.19 -4.76 0.043
C 5.16 -2.52 3.98 -0.014
C 5.46 -1.05 3.83 -0.557
O 4.59 -0.19 3.94 0.001
N 6.74 -0.69 3.55 0.015
C 7.90 -1.55 3.38 -0.074
H 4.11 -2.65 4.20 0.079
H 5.40 -3.05 3.06 0.076
H 5.74 -2.93 4.81 0.088
H 6.87 0.31 3.46 0.142
H 8.65 -1.27 4.12 0.085
H 8.30 -1.38 2.38 0.075
H 7.65 -2.60 3.50 0.076
C 7.09 -1.19 -1.82 -0.004
C 6.73 -2.16 -0.73 -0.542
O 6.33 -1.78 0.36 0.004
N 6.86 -3.48 -0.99 0.008
C 7.31 -4.12 -2.21 -0.070
H 6.94 -0.17 -1.47 0.077
H 8.14 -1.30 -2.09 0.090
H 6.46 -1.35 -2.70 0.087
H 6.60 -4.07 -0.22 0.139
H 6.52 -4.77 -2.58 0.085
H 8.19 -4.73 -1.98 0.087
H 7.57 -3.40 -2.98 0.076
C -0.51 5.53 -8.59 -0.005
C -0.85 4.53 -7.52 -0.537
O -1.25 4.88 -6.41 0.016
N -0.71 3.21 -7.81 0.005
C -0.26 2.60 -9.04 -0.071
H -0.68 6.53 -8.21 0.087
H 0.54 5.43 -8.87 0.089
H -1.15 5.38 -9.46 0.089
H -0.96 2.60 -7.04 0.127
H -1.05 1.95 -9.42 0.086
H 0.63 2.00 -8.84 0.085
H -0.02 3.35 -9.80 0.077
C -9.23 -4.90 1.17 -0.010
C -9.43 -4.66 2.64 -0.556
O -10.06 -5.43 3.35 0.032
N -8.89 -3.53 3.19 0.002
C -8.13 -2.49 2.52 -0.084
H -9.72 -5.83 0.89 0.084
H -9.68 -4.08 0.59 0.085
H -8.17 -4.98 0.95 0.081
H -9.07 -3.44 4.17 0.140
H -7.15 -2.43 3.00 0.072
H -8.65 -1.54 2.65 0.085
H -8.00 -2.70 1.46 0.049
```

As for the spin multiplicity: 1. Its charge is +1. The value obtained for the LUMO energy is -0.1235 Eh.

=====

(8)
The following is a quantum chemistry calculation of the molecule C4H10N2O at a distorted geometry, from the Open Molecules 2025 dataset.

XYZ file:
```
17
Properties=species:S:1:pos:R:3:nbo_charge:R:1
N -1.66 -2.15 -0.87 -0.804
C -1.30 -0.95 -0.09 -0.042
N -0.45 0.07 -0.70 -0.706
C -0.04 1.28 -0.02 -0.209
C 1.45 1.35 0.40 -0.539
C 1.66 0.13 1.22 0.467
O 0.91 -0.34 2.01 -0.516
H -2.12 -1.82 -1.73 0.338
H -0.71 -2.56 -1.33 0.345
H -2.14 -0.41 0.27 0.166
H -0.76 -1.47 0.73 0.183
H -0.22 0.04 -1.68 0.372
H -0.64 1.39 0.86 0.203
H -0.35 2.06 -0.77 0.192
H 1.48 2.29 1.01 0.248
H 2.13 1.27 -0.49 0.217
H 2.77 -0.18 1.17 0.082
```

As for the spin multiplicity: 1. For the energy above the lowest of the compared OMol25 structures with the same formula, charge and spin, the calculation gives 2.971 eV. Its charge is 0. The value obtained for the LUMO energy is 0.0334 Eh. As for the SMILES: NCNCCC=O.

=====

- What is the charge in the third record?
  +1